{"formula": "C36H54O27", "method": "ωB97M-V with the def2-TZVPD basis set", "charge": 0, "smiles": "C[C@H]1COC(=O)O1.C[C@H]1COC(=O)O1.C[C@H]1COC(=O)O1.C[C@H]1COC(=O)O1.C[C@H]1COC(=O)O1.C[C@H]1COC(=O)O1.C[C@H]1COC(=O)O1.C[C@H]1COC(=O)O1.C[C@H]1COC(=O)O1", "lumo_ha": -0.0074, "orbital_gap_ha": 0.3569, "multiplicity": 1, "symbols": ["C", "C", "C", "O", "C", "O", "O", "H", "H", "H", "H", "H", "H", "C", "C", "C", "O", "C", "O", "O", "H", "H", "H", "H", "H", "H", "C", "C", "C", "O", "C", "O", "O", "H", "H", "H", "H", "H", "H", "C", "C", "C", "O", "C", "O", "O", "H", "H", "H", "H", "H", "H", "C", "C", "C", "O", "C", "O", "O", "H", "H", "H", "H", "H", "H", "C", "C", "C", "O", "C", "O", "O", "H", "H", "H", "H", "H", "H", "C", "C", "C", "O", "C", "O", "O", "H", "H", "H", "H", "H", "H", "C", "C", "C", "O", "C", "O", "O", "H", "H", "H", "H", "H", "H", "C", "C", "C", "O", "C", "O", "O", "H", "H", "H", "H", "H", "H"], "positions_angstrom": [[-4.671, -3.480, 3.462], [-3.133, -3.863, 3.462], [-2.161, -2.884, 2.849], [-1.389, -2.294, 3.764], [-1.725, -2.808, 4.884], [-1.293, -2.311, 5.970], [-2.646, -3.817, 4.770], [-5.372, -4.075, 4.046], [-4.986, -3.614, 2.428], [-4.850, -2.423, 3.658], [-2.995, -4.787, 2.900], [-2.642, -2.146, 2.207], [-1.457, -3.428, 2.219], [1.936, -2.420, 5.105], [2.452, -3.421, 3.988], [1.688, -4.755, 4.017], [1.189, -4.894, 2.650], [1.606, -3.819, 1.897], [1.209, -3.606, 0.745], [2.121, -2.867, 2.720], [0.957, -2.066, 4.784], [2.518, -1.516, 4.922], [1.802, -2.610, 6.170], [3.503, -3.669, 4.131], [0.909, -4.699, 4.777], [2.423, -5.528, 4.240], [-6.314, -5.296, 0.306], [-4.766, -5.469, 0.477], [-4.201, -6.244, -0.654], [-2.955, -5.544, -1.026], [-3.131, -4.247, -0.660], [-2.314, -3.310, -0.921], [-4.168, -4.184, 0.224], [-6.794, -6.085, 0.885], [-6.640, -5.380, -0.731], [-6.703, -4.326, 0.614], [-4.418, -5.844, 1.440], [-4.846, -6.307, -1.530], [-4.098, -7.232, -0.205], [-0.270, 1.159, 3.426], [-0.850, 2.026, 4.554], [-1.550, 1.326, 5.775], [-1.057, 2.100, 6.838], [0.113, 2.851, 6.387], [1.005, 3.348, 7.045], [0.249, 2.636, 5.037], [-1.035, 0.585, 2.904], [0.472, 0.391, 3.649], [0.282, 1.789, 2.729], [-1.487, 2.824, 4.172], [-1.236, 0.294, 5.935], [-2.636, 1.316, 5.859], [-2.072, 5.667, -3.300], [-1.689, 4.297, -2.889], [-2.307, 3.964, -1.618], [-2.641, 2.578, -1.730], [-2.680, 2.220, -2.986], [-3.080, 1.172, -3.487], [-2.346, 3.264, -3.736], [-1.544, 6.382, -2.669], [-3.120, 5.896, -3.107], [-1.815, 5.928, -4.327], [-0.600, 4.275, -2.873], [-3.246, 4.413, -1.293], [-1.524, 4.091, -0.871], [-1.268, -0.143, -0.016], [0.188, 0.414, 0.001], [1.063, -0.627, -0.680], [1.472, -0.018, -1.863], [1.055, 1.286, -1.937], [1.093, 2.011, -2.934], [0.317, 1.523, -0.805], [-1.551, -0.626, -0.951], [-2.028, 0.633, -0.106], [-1.552, -0.928, 0.684], [0.526, 0.614, 1.018], [0.400, -1.491, -0.662], [1.940, -0.971, -0.132], [2.460, 1.009, -5.828], [0.931, 1.330, -6.319], [0.423, 2.621, -5.786], [-0.196, 3.199, -6.974], [0.051, 2.451, -8.041], [-0.327, 2.675, -9.188], [0.949, 1.544, -7.749], [2.568, 1.148, -4.752], [3.183, 1.657, -6.323], [2.821, 0.028, -6.134], [0.332, 0.509, -5.926], [1.100, 3.277, -5.239], [-0.333, 2.351, -5.049], [1.982, 6.715, -1.428], [2.851, 6.516, -2.736], [2.735, 5.083, -3.235], [2.230, 5.144, -4.533], [1.890, 6.406, -4.878], [1.109, 6.658, -5.777], [2.325, 7.266, -3.842], [2.166, 7.677, -0.950], [1.972, 5.960, -0.642], [0.936, 6.767, -1.731], [3.871, 6.894, -2.669], [1.951, 4.555, -2.693], [3.689, 4.559, -3.182], [4.665, -0.453, 1.098], [4.751, -1.825, 0.338], [5.853, -2.050, -0.696], [6.279, -3.321, -0.206], [5.617, -3.774, 0.932], [5.767, -4.931, 1.391], [4.813, -2.914, 1.288], [4.957, 0.324, 0.391], [5.456, -0.681, 1.813], [3.753, -0.283, 1.670], [3.849, -2.099, -0.210], [6.609, -1.272, -0.587], [5.325, -1.923, -1.641]], "mulliken_charge": [-1.368, 0.914, -0.575, 0.243, 0.149, -0.644, -0.368, 0.374, 0.278, 0.363, 0.097, 0.213, 0.208, -1.136, 0.530, -0.553, -0.387, 0.667, -0.588, -0.139, 0.028, 0.366, 0.349, 0.235, 0.297, 0.319, -1.491, 0.590, -0.594, -0.315, 0.604, -0.519, -0.309, 0.395, 0.384, 0.359, 0.282, 0.339, 0.367, -1.370, 0.328, -0.193, -0.386, 0.568, -0.519, -0.344, 0.305, 0.307, 0.518, 0.311, 0.215, 0.291, -1.780, 1.933, -0.636, -0.306, 0.773, -0.643, -0.440, 0.368, 0.401, 0.383, -0.542, 0.320, 0.294, -1.900, 0.979, 0.378, -0.312, 0.276, -0.426, -0.218, 0.700, 0.430, 0.419, -0.397, 0.201, -0.326, -1.290, 0.588, 1.074, -0.426, 0.552, -0.623, -0.393, 0.206, 0.361, 0.395, 0.221, -0.347, -0.316, -1.143, 0.233, 0.085, -0.230, 0.580, -0.509, -0.397, 0.369, 0.330, 0.211, 0.349, -0.238, 0.354, -1.273, 0.475, -0.378, -0.367, 0.653, -0.626, -0.160, 0.371, 0.496, 0.139, 0.138, 0.289, 0.321]}